This record from the Open Molecules 2025 dataset describes a 3-piece molecular cluster, C15H22O10 overall. The level of theory is ωB97M-V/def2-TZVPD.

The geometry in XYZ format:
```
47
Properties=species:S:1:pos:R:3
C 3.54 -3.08 -0.16
C 3.54 -2.23 -1.44
C 3.49 -0.71 -1.28
C 3.86 -0.01 0.04
C 2.57 0.72 0.44
C 1.53 -0.07 1.20
O 1.34 -1.39 0.68
C 0.05 -1.64 0.29
C -0.40 -1.24 -1.08
O -0.67 -2.20 1.02
C 2.11 1.09 -0.97
O 1.72 2.09 -1.39
O 2.27 -0.06 -1.68
H 2.55 -3.40 0.10
H 4.03 -2.61 0.69
H 4.11 -3.98 -0.37
H 4.38 -2.49 -2.07
H 2.65 -2.50 -1.99
H 4.20 -0.36 -2.03
H 4.50 0.82 -0.29
H 4.45 -0.50 0.79
H 2.89 1.53 1.08
H 0.57 0.46 1.24
H 1.88 -0.19 2.22
H -0.17 -0.21 -1.33
H 0.10 -1.87 -1.81
H -1.46 -1.42 -1.16
C -3.48 1.54 3.18
C -2.70 0.26 3.14
O -1.46 0.66 2.54
C -1.32 2.00 2.76
O -0.32 2.60 2.53
O -2.45 2.53 3.27
H -4.15 1.60 4.03
H -4.05 1.71 2.26
H -2.49 -0.14 4.14
H -3.18 -0.51 2.54
C -3.40 0.94 -3.03
C -2.91 2.16 -2.28
O -3.64 2.07 -1.05
C -3.99 0.77 -0.86
O -4.44 0.33 0.15
O -3.73 0.04 -1.97
H -2.64 0.52 -3.68
H -4.30 1.15 -3.62
H -1.84 2.12 -2.06
H -3.14 3.10 -2.79
```

The HOMO-LUMO gap is 10.676 eV. The value obtained for the largest force on an atom is 5.086 eV Å⁻¹.

This record from the Open Molecules 2025 dataset describes a 5-piece molecular cluster, C15H22O15 overall. The level of theory is ωB97M-V/def2-TZVPD.

The geometry in XYZ format:
```
52
Properties=species:S:1:pos:R:3
C 0.92 3.66 -3.66
C 0.41 4.16 -2.30
O 0.75 5.55 -2.30
C 1.59 5.82 -3.31
O 2.12 6.86 -3.54
O 1.78 4.73 -4.06
H 0.11 3.45 -4.36
H 1.57 2.79 -3.62
H 0.89 3.64 -1.47
H -0.67 4.08 -2.21
C -0.24 -1.82 -4.39
C -0.13 -1.07 -3.07
O 0.78 -0.03 -3.43
C 0.74 0.15 -4.77
O 1.26 1.08 -5.30
O 0.09 -0.86 -5.37
H -1.24 -2.25 -4.47
H 0.49 -2.64 -4.44
H 0.32 -1.70 -2.31
H -1.11 -0.73 -2.75
C -2.43 -2.20 2.18
C -3.34 -3.43 2.07
O -4.44 -3.07 2.90
C -4.03 -2.15 3.79
O -4.57 -1.86 4.80
O -2.91 -1.54 3.34
H -2.54 -1.55 1.31
H -1.36 -2.39 2.27
H -2.86 -4.33 2.43
H -3.67 -3.56 1.04
C 0.67 1.77 1.38
C -0.55 1.26 2.09
O -1.44 0.88 1.04
C -0.95 1.28 -0.14
O -1.49 1.11 -1.19
O 0.26 1.86 0.02
H 1.58 1.20 1.56
H 0.92 2.77 1.74
H -1.09 2.03 2.65
H -0.32 0.38 2.70
C 1.41 -1.07 4.85
O 1.12 -1.43 3.52
C 2.07 -1.90 2.73
O 3.21 -2.10 3.04
O 1.53 -2.15 1.54
C 2.38 -2.78 0.61
H 0.53 -1.08 5.49
H 1.95 -0.13 4.89
H 2.00 -1.85 5.35
H 3.35 -2.28 0.51
H 1.94 -2.78 -0.37
H 2.66 -3.77 0.97
```

The energy above the lowest of the compared OMol25 structures with the same formula, charge and spin comes out at 65.3 kJ/mol. The HOMO-LUMO gap is 10.350 eV. The value obtained for the largest force on an atom is 1.801 eV Å⁻¹.

This record from the Open Molecules 2025 dataset describes one molecule with the formula C15H22O4. The level of theory is ωB97M-V/def2-TZVPD.

The geometry in XYZ format:
```
41
Properties=species:S:1:pos:R:3
O 1.00 2.11 3.08
O -2.24 -0.76 -1.95
O 0.95 -0.76 -0.64
O 0.20 1.06 0.68
C -2.46 1.27 -3.21
C -2.82 1.23 -0.74
C -0.53 0.92 -1.70
C 0.08 1.03 3.09
C 1.73 -0.34 1.62
C -1.75 -1.50 -0.79
C -2.51 0.40 0.56
C -1.67 -1.41 2.73
C 0.26 -2.16 1.27
C -2.05 0.66 -1.89
C 1.40 -1.41 0.57
C -0.11 0.20 -0.38
C 0.34 0.21 1.83
C -1.28 -0.52 0.28
C -0.64 -1.01 1.59
H 0.97 2.55 2.19
H -2.16 2.32 -3.21
H -3.56 1.23 -3.34
H -2.02 0.78 -4.08
H -2.60 2.33 -0.59
H -3.91 1.12 -0.94
H -0.03 0.52 -2.55
H -0.29 2.01 -1.70
H -0.96 1.42 3.07
H 0.19 0.38 3.96
H 2.45 0.42 1.31
H 2.16 -0.77 2.53
H -2.54 -2.15 -0.41
H -0.96 -2.23 -1.12
H -3.39 -0.23 0.80
H -2.42 1.12 1.38
H -2.28 -0.59 3.08
H -2.30 -2.22 2.38
H -1.07 -1.74 3.59
H 0.63 -2.63 2.18
H -0.22 -2.94 0.68
H 2.32 -2.02 0.44
```

The energy above the lowest of the compared OMol25 structures with the same formula, charge and spin comes out at 1.0 kJ/mol. The HOMO-LUMO gap is 10.134 eV. The value obtained for the largest force on an atom is 2.018 eV Å⁻¹.

This record from the Open Molecules 2025 dataset describes one molecule with the formula C15H22O5. The level of theory is ωB97M-V/def2-TZVPD.

The geometry in XYZ format:
```
42
Properties=species:S:1:pos:R:3
C -4.07 -2.63 -0.78
H -4.63 -1.98 -0.10
O -2.69 -2.63 -0.44
C -2.14 -1.37 -0.17
O -2.74 -0.75 0.93
C -2.45 -1.37 2.17
H -2.74 -2.42 2.16
H -1.38 -1.29 2.39
H -3.02 -0.83 2.92
C -2.23 -0.38 -1.35
C -1.30 0.78 -1.10
C -1.73 1.92 -0.27
H -2.75 1.90 0.09
C -0.78 2.70 0.62
O -1.26 4.01 0.85
H -2.21 3.99 0.97
C 0.63 2.83 0.05
O 1.31 1.62 0.24
C 2.62 1.63 -0.28
C 3.25 0.27 -0.14
C 2.54 -0.82 0.34
C 3.14 -2.06 0.45
C 4.46 -2.23 0.09
C 5.19 -1.14 -0.38
C 4.59 0.10 -0.50
H 5.15 0.94 -0.87
H 6.22 -1.26 -0.67
H 4.93 -3.19 0.18
H 2.57 -2.90 0.82
H 1.51 -0.68 0.62
H 2.59 1.91 -1.35
H 3.22 2.38 0.24
H 0.56 3.08 -1.02
H 1.13 3.65 0.57
H -0.71 2.15 1.58
O -1.62 2.02 -1.67
H -0.24 0.53 -1.11
H -3.25 -0.02 -1.44
H -1.94 -0.90 -2.26
H -1.08 -1.59 0.05
H -4.22 -2.30 -1.81
H -4.40 -3.66 -0.66
```

The energy above the lowest of the compared OMol25 structures with the same formula, charge and spin comes out at 348.3 kJ/mol. The HOMO-LUMO gap is 9.899 eV. The value obtained for the largest force on an atom is 1.466 eV Å⁻¹.